103
Properties=species:S:1:pos:R:3:forces:R:3 method="wB97M-V/def2-TZVPD" e_homo_ev=-8.84 total_charge=0 homo_lumo_gap_ev=8.09 smiles="CCCCCCCCC[C@@H]1COS(=O)(=O)[C@@H](N)[C@@H]1Cc1ccccc1C.O=[N+]([O-])c1ccccc1.O=[N+]([O-])c1ccccc1.O=[N+]([O-])c1ccccc1"
H -2.481 -1.664 2.061 -0.087 -0.161 -0.065
H 3.209 -2.973 0.668 -0.211 -0.150 0.102
C -8.110 6.508 -1.004 0.011 -0.171 0.060
C 2.078 1.649 6.131 -0.001 -0.026 -0.009
H -5.941 3.835 -2.018 -0.005 -0.019 -0.013
O 6.888 -3.098 -1.998 -0.156 0.194 -0.060
H -4.823 5.423 -3.537 -0.013 0.011 -0.010
H 0.676 0.729 1.683 -0.088 0.299 0.311
C 0.503 -6.155 -2.844 0.179 0.623 0.429
H 2.898 0.415 0.215 0.158 0.046 0.310
S 5.899 -3.050 -3.237 0.113 0.265 -0.558
H 2.027 -8.368 -1.938 -0.059 -0.134 0.033
O 6.600 -3.660 -4.322 0.118 -0.253 0.138
H -0.345 -0.934 3.594 0.102 -0.209 0.182
H 7.081 -2.453 -0.085 0.291 -0.099 -0.057
N 4.487 -5.308 -3.515 -0.084 0.003 -0.127
C -0.158 0.684 0.987 0.137 -0.681 -0.426
H -8.368 9.784 -1.849 0.040 -0.052 -0.081
H 4.388 -1.772 1.002 0.050 0.035 0.165
C 5.115 -3.300 -0.275 -0.420 -0.338 -0.170
C -8.003 7.675 -1.736 -0.072 -0.008 0.097
C 0.088 -4.060 -1.763 0.362 -0.340 -0.039
C -4.934 4.167 -1.805 0.059 0.064 -0.024
H 0.655 -0.924 -1.316 -0.101 -0.199 -0.004
H -9.657 7.795 1.714 0.003 0.001 0.009
C -4.303 5.059 -2.663 0.053 -0.010 -0.029
H 2.838 -1.930 -1.606 0.064 -0.238 -0.153
C -3.008 5.483 -2.397 -0.094 -0.051 0.035
C -2.993 4.143 -0.428 -0.056 0.038 -0.111
H 5.587 -5.137 -1.181 0.119 -0.143 -0.113
H 3.539 -7.515 -2.145 0.277 0.033 -0.152
H 1.948 2.617 6.597 0.004 0.008 0.002
C 2.514 -7.553 -2.474 -0.316 0.132 0.408
H -9.438 9.862 0.378 0.001 0.016 -0.006
C 2.275 -0.739 6.325 -0.012 -0.049 0.179
H -1.300 0.520 3.774 0.056 0.174 0.102
C 3.384 -1.423 -0.814 -0.672 0.321 0.365
H -4.761 3.006 -0.007 0.084 -0.001 0.066
C -8.468 8.886 -1.259 -0.045 0.182 0.020
O 2.516 -3.109 5.018 0.053 -0.034 0.015
C 2.202 -5.248 -1.352 -0.678 0.176 -0.204
C -1.356 -0.537 3.536 -0.185 0.014 -0.417
C -4.279 3.701 -0.678 -0.176 -0.088 0.007
C 2.394 -0.809 4.950 -0.011 0.126 0.054
O -1.181 4.084 0.989 0.129 0.024 0.037
H 3.387 -5.054 0.402 -0.003 0.148 0.184
O -7.268 8.671 -3.676 -0.006 0.042 -0.035
O -2.884 2.871 1.487 -0.030 -0.026 0.046
H 0.896 1.975 -0.408 0.129 0.173 0.149
C -0.328 -5.053 -2.641 0.709 -0.413 0.161
C 2.118 0.504 6.916 -0.007 0.074 -0.073
H 3.851 -6.348 -0.630 0.084 -0.192 0.041
C -1.916 -0.740 2.118 0.461 0.330 0.219
C 1.754 -6.275 -2.209 -0.299 0.173 -0.180
C 0.364 1.027 -0.410 -0.318 -0.500 -0.190
C 6.293 -2.493 -0.826 0.260 -0.002 0.460
C 2.363 0.319 4.150 0.015 0.107 -0.133
C -0.795 -0.715 1.082 -0.104 0.190 0.091
C 4.720 -4.479 -1.206 0.265 0.318 0.198
H 6.034 -1.467 -1.052 -0.153 0.136 -0.212
C 1.330 -4.165 -1.131 -0.361 -0.316 -0.429
O -6.997 6.548 -3.476 -0.051 -0.048 -0.003
C -2.343 5.025 -1.270 0.122 0.118 -0.081
H 3.653 -3.527 -2.828 -0.081 0.255 0.015
H 0.175 -6.942 -3.506 0.009 -0.159 -0.087
H 2.022 0.578 7.990 0.000 -0.012 0.013
O 5.398 -1.721 -3.417 -0.019 0.109 0.256
H -1.987 -1.021 4.273 -0.001 -0.047 0.223
C 4.553 -4.115 -2.683 -0.250 -0.410 0.020
C 1.248 -0.064 -1.015 0.431 0.392 0.212
H -1.337 5.351 -1.054 0.005 -0.055 0.090
H -0.057 -1.455 1.388 0.162 -0.177 -0.182
H -0.553 -3.213 -1.571 -0.011 0.160 0.102
C 3.538 -5.314 -0.641 -0.112 -0.125 -0.277
H 2.457 0.236 3.077 0.014 -0.099 0.018
H 1.718 0.326 -1.919 -0.117 0.007 -0.239
C 3.983 -2.386 0.194 0.730 0.356 -0.183
H -7.734 5.576 -1.398 0.029 0.041 -0.092
H 2.169 2.448 4.141 -0.012 0.002 -0.025
H 2.000 -0.991 0.791 -0.058 -0.035 0.190
C -9.187 7.762 0.740 0.008 0.002 -0.016
C -8.707 6.557 0.245 -0.027 0.091 0.019
H 3.653 -5.259 -4.083 -0.086 -0.102 -0.054
H -0.492 1.161 -1.075 -0.130 0.103 -0.071
H 2.477 -7.795 -3.529 0.129 -0.063 -0.230
H 4.122 -0.794 -1.299 0.234 -0.091 -0.167
O 2.659 -2.142 3.101 0.029 -0.129 -0.100
H -1.273 -5.001 -3.156 -0.159 0.094 -0.016
H -8.799 5.653 0.832 0.006 -0.016 -0.003
H 1.593 -3.378 -0.445 0.175 0.063 0.158
H 2.302 -1.636 6.926 0.004 -0.065 -0.084
C 2.386 -0.496 -0.096 -0.067 0.019 -0.546
C -9.066 8.924 -0.010 0.001 -0.093 0.038
H -0.936 1.380 1.264 0.096 0.499 0.280
H -1.172 -1.008 0.103 -0.138 -0.075 -0.119
N -7.377 7.629 -3.067 0.080 0.014 -0.002
N -2.297 3.663 0.775 -0.076 -0.004 -0.010
H 5.268 -5.345 -4.162 0.110 -0.016 0.131
H -2.516 6.175 -3.066 0.017 0.002 -0.004
C 2.202 1.556 4.751 -0.006 -0.005 0.090
H -2.573 0.100 1.904 -0.411 -0.079 -0.104
N 2.540 -2.125 4.310 -0.118 0.084 0.032
H 5.484 -3.805 0.616 -0.027 -0.077 0.206